# 1
C18H23F4N6O3Sc as an isolated structure. Source: the OMol25 dataset; level of theory: ωB97M-V/def2-TZVPD.

Output
Gap between HOMO and LUMO   7.51 eV
Energy relative to the best compared isomer or geometry (same formula, charge and spin)   0.040 eV
E_LUMO   -0.08 eV

The geometry in XYZ format:
```
55
C18H23F4N6O3Sc (ωB97M-V/def2-TZVPD)
Sc 7.641 11.093 8.006
N 9.396 10.797 9.718
C 9.583 12.069 10.488
C 8.522 13.121 10.238
O 8.316 14.036 11.051
N 7.760 12.930 9.127
C 7.028 14.063 8.635
C 6.526 13.609 7.234
O 6.279 14.420 6.343
O 6.425 12.321 7.093
H 9.067 10.073 10.386
H 10.315 10.440 9.421
H 10.523 12.543 10.196
H 9.593 11.912 11.580
H 7.746 14.877 8.547
H 6.298 14.349 9.388
C 9.924 12.878 6.420
N 9.137 11.622 6.190
C 8.359 11.783 4.928
C 10.077 10.529 6.063
C 9.414 9.170 6.044
N 8.166 9.218 6.782
C 7.264 8.257 6.468
C 5.897 8.555 6.608
F 5.547 9.827 6.951
C 4.880 7.680 6.228
F 3.611 8.209 6.146
C 5.181 6.396 5.741
C 6.538 6.027 5.681
F 6.907 4.852 5.141
C 7.528 6.912 6.059
F 8.866 6.538 6.003
H 10.593 13.082 5.582
H 10.557 12.793 7.323
H 9.258 13.734 6.527
H 9.046 11.891 4.054
H 7.693 12.654 5.021
H 7.783 10.905 4.765
H 10.792 10.541 6.917
H 10.666 10.631 5.167
H 10.124 8.436 6.473
H 9.290 8.853 4.985
H 4.407 5.718 5.366
C 4.820 11.949 10.328
C 5.378 10.571 10.410
N 6.285 10.009 9.632
C 6.539 8.708 10.148
C 5.727 8.521 11.219
N 4.998 9.698 11.372
H 4.731 12.176 9.246
H 5.517 12.603 10.834
H 3.833 11.980 10.833
H 7.234 8.011 9.715
H 5.624 7.661 11.862
H 4.294 9.885 12.084
```

---

# 2
C8H12N2 as an isolated structure. Source: the OMol25 dataset; level of theory: ωB97M-V/def2-TZVPD.

Output
Gap between HOMO and LUMO   10.48 eV
Energy relative to the best compared isomer or geometry (same formula, charge and spin)   10.919 eV
E_LUMO   -0.17 eV

The geometry in XYZ format:
```
22
C8H12N2 (ωB97M-V/def2-TZVPD)
C -0.425 0.476 -1.685
C -0.633 0.403 -0.264
C -0.995 1.723 0.389
C -1.681 -0.492 0.130
C 0.678 -0.428 0.213
C 0.761 -0.158 1.720
C 0.415 -1.818 -0.469
C 1.970 0.204 -0.176
H -1.074 1.634 -1.938
H 0.998 0.381 -1.938
H -1.090 -0.508 -1.986
H -1.650 2.225 -0.212
H -1.772 1.753 1.342
H 0.070 2.294 0.491
H 1.133 0.845 1.843
H 1.518 -0.826 2.094
H -0.103 -0.685 2.323
H 0.047 -1.429 -1.704
H 1.565 -2.589 -0.802
H -0.443 -2.325 0.253
N -2.613 -0.937 0.473
N 3.325 0.257 -0.098
```

---

# 3
C26H65Cl2FN3NbO4PS2 as an isolated structure. Source: the OMol25 dataset; level of theory: ωB97M-V/def2-TZVPD.

Output
Gap between HOMO and LUMO   5.90 eV
E_LUMO   0.93 eV
Total charge   -1

The geometry in XYZ format:
```
105
C26H65Cl2FN3NbO4PS2 (ωB97M-V/def2-TZVPD)
C -4.537 1.908 -0.312
C -4.651 2.684 -1.784
C -3.192 3.484 -1.988
C -2.144 2.398 -2.563
N -0.755 2.359 -2.030
C 0.264 1.742 -2.954
C -0.309 0.439 -3.829
C 0.911 -0.405 -4.579
C 1.370 -1.763 -3.776
Nb 0.374 -3.672 -4.669
F -1.176 -3.476 -3.156
N 1.621 -4.885 -3.568
C 1.539 -5.441 -2.280
C 0.524 -5.112 -1.084
C -0.500 -6.425 -0.893
P 2.131 -3.730 -6.588
N 3.651 -3.609 -6.010
C -0.793 -5.434 -5.671
Cl -2.197 -4.714 -6.640
C -1.189 -6.616 -4.621
C -1.717 -7.889 -5.570
Cl -2.698 -6.231 -3.550
C -0.277 3.601 -1.338
S 0.450 4.972 -2.011
S -0.551 3.630 0.554
C 1.042 3.259 1.456
C 1.428 4.338 2.636
C 0.315 4.379 3.860
H -5.294 0.993 -0.259
H -4.732 2.716 0.522
H -3.443 1.468 -0.155
H -4.767 1.830 -2.590
H -5.565 3.412 -1.836
H -3.414 4.347 -2.755
H -2.988 3.945 -0.939
H -2.149 2.512 -3.753
H -2.622 1.320 -2.374
H 0.842 2.508 -3.642
H 1.107 1.267 -2.254
H -0.822 -0.353 -3.105
H -1.028 0.813 -4.677
H 0.630 -0.599 -5.719
H 1.849 0.310 -4.610
H 2.547 -1.864 -3.937
H 1.102 -1.617 -2.644
H -0.625 -2.576 -5.659
H 2.469 -5.158 -4.099
H 1.500 -6.638 -2.390
H 2.634 -5.302 -1.795
H -0.016 -4.091 -1.051
H 1.145 -5.140 -0.058
H -0.564 -7.088 -1.853
H -0.049 -7.136 -0.045
H -1.578 -6.117 -0.561
H 2.008 -5.079 -7.148
H 1.927 -2.683 -7.553
H 3.632 -3.528 -4.948
H 0.025 -5.892 -6.410
H -0.285 -7.040 -4.012
H -1.082 -8.862 -5.434
H -1.781 -7.557 -6.711
H -2.839 -8.177 -5.282
H 0.894 2.202 1.975
H 1.908 3.187 0.664
H 1.609 5.446 2.230
H 2.442 3.979 3.107
H 0.793 3.935 4.832
H -0.663 3.816 3.534
H 0.076 5.527 4.054
C 0.644 0.579 5.279
C -0.847 0.412 5.490
O -1.561 1.125 4.491
H 0.921 1.638 5.315
H 1.209 0.039 6.044
H 0.939 0.206 4.293
H -1.142 0.806 6.467
H -1.135 -0.643 5.442
H -1.299 0.762 3.627
C 4.058 -3.099 5.639
C 2.567 -3.266 5.850
O 1.853 -2.553 4.851
H 4.335 -2.041 5.675
H 4.623 -3.639 6.404
H 4.354 -3.472 4.653
H 2.273 -2.872 6.827
H 2.280 -4.321 5.803
H 2.115 -2.917 3.988
C 3.243 2.707 7.874
C 2.403 3.710 7.111
O 1.030 3.530 7.423
H 2.942 1.684 7.624
H 4.305 2.829 7.640
H 3.103 2.825 8.953
H 2.529 3.574 6.033
H 2.690 4.735 7.365
H 0.927 3.661 8.381
C -3.007 7.120 -0.182
C -2.667 8.594 -0.253
O -1.295 8.791 0.056
H -2.795 6.724 0.817
H -4.062 6.951 -0.413
H -2.395 6.547 -0.887
H -3.264 9.159 0.469
H -2.864 8.994 -1.252
H -0.774 8.292 -0.596
```

---

# 4
A 2-piece molecular cluster, C2H10N4S2 overall. Source: the OMol25 dataset; level of theory: ωB97M-V/def2-TZVPD.

Output
Gap between HOMO and LUMO (alpha / beta)   7.84 / 8.43 eV
Energy relative to the best compared isomer or geometry (same formula, charge and spin)   9.069 eV
E_LUMO (alpha / beta)   -9.69 / -9.16 eV
Total charge   +2

The geometry in XYZ format:
```
18
C2H10N4S2 (ωB97M-V/def2-TZVPD)
C 0.528 1.046 0.274
C -1.528 -0.383 0.790
N -0.862 0.563 0.088
N 2.855 0.868 -0.129
N 1.619 0.382 -0.453
N -2.738 -0.667 0.458
S 1.118 -1.550 -0.233
S -3.843 -0.046 -0.606
H 0.594 1.994 -0.110
H 0.794 1.159 1.307
H -1.035 -0.932 1.567
H -1.409 1.138 -0.477
H 3.422 0.326 -0.819
H 3.120 1.015 0.865
H 1.520 0.343 -1.518
H -2.890 -2.209 1.362
H 2.092 -2.330 -0.610
H -3.355 -0.718 -1.757
```

---

# 5
C18H22AuF4N2SSe as an isolated structure. Source: the OMol25 dataset; level of theory: ωB97M-V/def2-TZVPD.

Output
Gap between HOMO and LUMO (alpha / beta)   8.65 / 5.37 eV
Energy relative to the best compared isomer or geometry (same formula, charge and spin)   0.369 eV
2S+1   3
E_LUMO (alpha / beta)   -2.21 / -5.47 eV
Total charge   +1

The geometry in XYZ format:
```
49
C18H22AuF4N2SSe (ωB97M-V/def2-TZVPD)
Au -0.816 1.149 0.481
C 2.353 2.124 0.517
N 1.375 1.714 1.509
C 1.268 2.677 2.591
C 1.656 0.357 1.956
C 0.510 -0.275 2.735
N -0.675 -0.380 1.926
C -1.668 -1.211 2.262
C -2.790 -1.345 1.400
F -2.866 -0.553 0.305
C -3.817 -2.239 1.621
F -4.830 -2.280 0.755
C -3.813 -3.082 2.722
C -2.753 -2.967 3.604
F -2.711 -3.749 4.681
C -1.730 -2.052 3.413
F -0.797 -1.972 4.379
H 3.374 1.990 0.888
H 2.202 3.168 0.256
H 2.229 1.519 -0.382
H 2.191 2.731 3.177
H 0.450 2.405 3.256
H 1.056 3.659 2.173
H 2.555 0.343 2.584
H 1.831 -0.247 1.059
H 0.296 0.308 3.640
H 0.848 -1.261 3.064
H -4.610 -3.783 2.898
Se 0.386 -1.421 -1.165
C 1.433 -1.800 -2.698
C 2.812 -1.579 -2.724
C 3.534 -1.914 -3.852
C 2.901 -2.470 -4.957
C 1.532 -2.695 -4.929
C 0.799 -2.359 -3.810
H 3.314 -1.163 -1.861
H 4.601 -1.756 -3.881
H 3.475 -2.742 -5.829
H 1.044 -3.139 -5.783
H -0.265 -2.543 -3.776
C -1.262 2.422 -2.631
S -0.778 3.030 -0.991
C -2.252 3.975 -0.511
H -2.236 1.946 -2.582
H -0.501 1.710 -2.938
H -1.279 3.260 -3.320
H -2.300 4.880 -1.109
H -2.133 4.236 0.536
H -3.144 3.376 -0.659
```

---

# 6
A 10-piece molecular cluster, C8H36O10 overall. Source: the OMol25 dataset; level of theory: ωB97M-V/def2-TZVPD.

Output
Gap between HOMO and LUMO   10.25 eV
Energy relative to the best compared isomer or geometry (same formula, charge and spin)   6.758 eV
E_LUMO   -0.02 eV
SMILES   CO.CO.CO.CO.CO.CO.CO.CO.O.O

The geometry in XYZ format:
```
54
C8H36O10 (ωB97M-V/def2-TZVPD)
C -4.870 0.660 2.639
O -3.570 0.192 2.461
H -5.193 0.416 3.651
H -4.929 1.733 2.456
H -5.517 0.195 1.896
H -2.888 0.649 2.960
C -5.060 4.324 -2.935
O -4.531 5.187 -3.995
H -5.996 3.922 -3.321
H -4.342 3.527 -2.745
H -5.271 4.898 -2.032
H -5.193 5.816 -4.290
C -0.400 5.285 0.570
O 0.617 5.752 -0.211
H -1.291 5.907 0.482
H -0.646 4.248 0.345
H -0.074 5.207 1.607
H 0.360 5.791 -1.135
C -6.166 -3.092 -4.070
O -5.720 -3.327 -2.710
H -5.386 -2.608 -4.658
H -6.293 -4.134 -4.365
H -7.039 -2.442 -4.125
H -5.336 -2.483 -2.462
C 2.049 0.044 5.939
O 1.855 0.878 4.791
H 1.824 0.584 6.859
H 1.442 -0.856 5.832
H 3.083 -0.280 6.054
H 2.072 1.790 4.993
C -0.278 -6.468 -0.096
O 0.710 -7.446 -0.218
H 0.071 -5.563 -0.594
H -1.269 -6.805 -0.400
H -0.362 -6.109 0.929
H 0.332 -8.248 0.151
C 7.170 2.398 -0.013
O 8.058 1.519 -0.717
H 6.714 3.098 -0.714
H 6.473 1.808 0.582
H 7.672 3.207 0.518
H 8.684 1.045 -0.164
C 5.387 -3.409 1.062
O 5.253 -4.851 1.024
H 4.679 -2.927 1.736
H 6.387 -3.044 1.297
H 5.122 -2.890 0.141
H 4.429 -5.016 0.560
O 1.729 0.870 -5.060
H 1.777 0.710 -4.118
H 1.913 0.018 -5.457
O 0.790 0.010 -0.628
H -0.122 -0.205 -0.429
H 1.088 0.513 0.129
```

---

# 7
One molecule with the formula C6H10O. Source: the OMol25 dataset; level of theory: ωB97M-V/def2-TZVPD.

Output
Gap between HOMO and LUMO   10.07 eV
Energy relative to the best compared isomer or geometry (same formula, charge and spin)   2.572 eV
E_LUMO   1.08 eV
SMILES   C[C@]12CC[C@H]1CO2

The geometry in XYZ format:
```
17
C6H10O (ωB97M-V/def2-TZVPD)
C -1.513 1.205 0.604
C -0.516 0.156 0.227
C 0.514 -0.318 1.245
C 1.621 -0.472 0.209
C 0.484 0.252 -0.896
C -0.295 -0.785 -1.627
O -1.125 -0.975 -0.466
H -2.216 0.787 1.332
H -1.013 2.067 1.059
H -2.072 1.540 -0.274
H 0.748 0.460 1.977
H 0.220 -1.227 1.767
H 1.877 -1.488 -0.101
H 2.570 0.038 0.495
H 1.334 0.867 -1.147
H 0.254 -1.685 -1.920
H -0.871 -0.421 -2.486
```

---

# 8
A 3-piece molecular cluster, C3H14N2O2S overall. Source: the OMol25 dataset; level of theory: ωB97M-V/def2-TZVPD.

Output
Gap between HOMO and LUMO   8.88 eV
Energy relative to the best compared isomer or geometry (same formula, charge and spin)   0.395 eV
E_LUMO   0.64 eV
SMILES   NCNCCS.O.O

The geometry in XYZ format:
```
22
C3H14N2O2S (ωB97M-V/def2-TZVPD)
C 1.568 -1.244 0.700
C 1.806 0.145 1.286
S 2.997 1.084 0.274
N 0.191 -1.699 0.810
C -0.712 -1.529 -0.328
N -1.809 -0.542 -0.015
H 1.785 -1.420 -0.360
H 2.152 -2.029 1.227
H 2.124 0.109 2.310
H 0.861 0.714 1.259
H 2.032 1.749 -0.428
H -0.417 -1.754 1.612
H -0.287 -1.080 -1.263
H -1.238 -2.463 -0.586
H -2.456 -1.014 0.637
H -1.389 0.259 0.452
H -0.996 2.066 -0.808
H -0.157 3.022 0.003
O -0.212 2.076 -0.216
H -1.542 1.401 -2.831
H -2.168 0.633 -1.658
O -2.133 1.517 -2.078
```